(i)
C20H24FN3O3 in the gas phase, computed with ωB97M-V/def2-TZVPD.

## Properties
E_HOMO = -9.17 eV

```
51
C20H24FN3O3 (ωB97M-V/def2-TZVPD)
C -5.702 -1.699 -1.948
H -4.718 -2.155 -1.865
H -6.402 -2.449 -2.304
H -5.651 -0.897 -2.680
C -6.159 -1.151 -0.595
C -5.213 -0.118 -0.094
N -5.532 1.147 -0.036
O -4.456 1.822 0.435
C -3.461 0.953 0.676
C -3.878 -0.305 0.353
H -3.331 -1.221 0.435
C -2.166 1.476 1.203
N -1.036 0.806 0.601
C -0.284 -0.083 1.288
O -0.463 -0.327 2.462
C 0.814 -0.745 0.467
H 0.987 -0.174 -0.448
C 0.423 -2.188 0.109
H -0.070 -2.198 -0.864
C 1.648 -3.114 0.084
C 2.945 -2.419 -0.282
O 3.738 -2.857 -1.092
N 3.174 -1.292 0.435
C 2.122 -0.760 1.266
H 1.980 -1.364 2.170
H 2.385 0.254 1.571
C 4.428 -0.590 0.289
H 4.671 -0.117 1.243
H 5.186 -1.342 0.053
C 4.423 0.454 -0.844
C 3.437 1.556 -0.592
C 3.634 2.463 0.445
C 2.696 3.439 0.727
C 1.530 3.528 -0.016
C 1.353 2.635 -1.053
C 2.285 1.661 -1.361
H 2.113 0.998 -2.196
F 0.209 2.685 -1.779
H 0.778 4.271 0.194
H 2.866 4.134 1.535
H 4.535 2.403 1.037
H 4.190 -0.057 -1.778
H 5.430 0.867 -0.918
H 1.803 -3.540 1.078
H 1.494 -3.939 -0.612
H -0.287 -2.565 0.848
H -0.901 0.937 -0.389
H -2.096 1.288 2.281
H -2.116 2.553 1.020
H -6.214 -1.966 0.130
H -7.145 -0.697 -0.690
```



(ii)
A molecular structure, C20H24FN3O3, computed with ωB97M-V/def2-TZVPD.

## Properties
E_HOMO = -8.55 eV

```
51
C20H24FN3O3 (ωB97M-V/def2-TZVPD)
C 2.307 3.943 -1.026
C 1.648 3.116 0.125
N 1.798 1.756 0.147
O 1.200 1.368 1.131
C 0.527 2.558 1.748
C 0.918 3.555 1.013
H 0.682 4.511 1.230
C -0.375 2.036 2.864
N -0.275 0.606 3.125
C -1.167 -0.176 2.720
O -2.273 0.100 2.134
C -1.026 -1.729 2.497
C -0.144 -1.750 1.347
N -1.047 -2.069 0.180
C -2.198 -2.725 0.159
O -2.719 -2.959 -0.825
C -2.141 -3.431 1.560
C -2.118 -2.504 2.605
H -3.170 -1.878 2.564
H -2.278 -3.108 3.557
H -3.288 -3.999 1.432
H -1.368 -4.426 1.487
C -0.819 -1.195 -0.953
H -0.507 -0.187 -0.606
H -2.018 -1.089 -1.573
C 0.341 -1.526 -1.735
C 0.561 -0.453 -2.970
C -0.357 -1.036 -4.160
C -0.041 -0.079 -5.315
C 0.671 1.085 -5.183
C 1.194 1.325 -4.083
C 1.144 0.644 -3.008
H 1.772 0.754 -2.050
H 1.944 2.412 -4.031
H 0.673 1.790 -6.116
F -0.931 -0.562 -6.365
H -1.005 -1.719 -4.211
H 1.514 -1.607 -1.223
H 0.204 -2.579 -2.149
H 0.423 -3.064 1.243
H 0.766 -1.204 1.241
H -0.084 -2.193 3.319
C 1.095 0.122 3.703
H 0.917 -0.496 4.578
H 1.488 0.939 4.098
H 1.692 -0.352 3.231
H 0.134 2.635 3.866
H -1.225 2.307 2.839
H 2.836 3.411 -1.655
H 1.478 4.270 -1.882
H 2.645 4.847 -0.620
```



Of them, the most stable is (i) and the least stable is (ii).



(i)
C3H6S3 in the gas phase, computed with ωB97M-V/def2-TZVPD.

## Properties
E_HOMO = -8.59 eV

```
12
C3H6S3 (ωB97M-V/def2-TZVPD)
C 1.551 0.421 0.658
C -0.349 -1.403 -0.731
C -1.075 1.061 -0.013
H 0.737 0.204 1.398
H 2.662 0.714 1.186
H -0.136 -0.829 -1.715
H -0.751 -2.509 -0.651
H -1.735 1.450 -0.887
H -1.467 1.539 1.083
S 1.444 -1.458 -0.065
S -1.643 -0.606 0.222
S 0.763 1.415 -0.485
```



(ii)
A molecular structure, C3H6S3, computed with ωB97M-V/def2-TZVPD.

## Properties
E_HOMO = -8.47 eV

```
12
C3H6S3 (ωB97M-V/def2-TZVPD)
C 2.197 -0.993 -0.406
C -0.654 -0.053 0.024
C 1.429 1.609 0.438
H 2.863 -0.536 0.378
H 2.659 -1.918 -0.580
H 2.109 -0.412 -1.322
H 1.144 1.308 1.541
H 1.603 2.836 0.288
H 2.332 0.739 -0.097
S 0.534 -1.415 0.213
S -2.197 -0.486 -0.005
S -0.246 1.563 -0.243
```



Of them, the most stable is (i) and the least stable is (ii).



(i)
A molecular structure, C18H20B2Ba2Br10O16, computed with ωB97M-V/def2-TZVPD.

## Properties
E_HOMO = -12.06 eV
net charge = +2

```
68
C18H20B2Ba2Br10O16 (ωB97M-V/def2-TZVPD)
Ba 23.646 -10.289 -7.145
Ba 19.464 -19.739 -5.586
O 22.075 -11.643 -5.116
C 21.146 -12.295 -5.503
O 20.583 -13.348 -4.967
B 19.517 -13.829 -5.847
O 19.664 -13.069 -7.093
C 20.612 -12.207 -6.972
O 21.067 -11.495 -7.837
O 18.206 -13.787 -5.225
C 17.763 -15.005 -4.994
O 16.790 -15.307 -4.384
C 18.789 -15.977 -5.602
O 19.781 -15.307 -6.070
O 18.666 -17.186 -5.620
O 23.466 -9.292 -4.514
C 22.783 -8.293 -4.363
O 22.563 -7.626 -3.298
B 21.619 -6.522 -3.648
O 21.504 -6.541 -5.128
C 22.129 -7.591 -5.549
O 22.339 -7.957 -6.685
O 20.296 -6.745 -3.029
C 20.022 -5.779 -2.175
O 19.119 -5.694 -1.403
C 21.175 -4.753 -2.274
O 22.095 -5.237 -3.103
O 21.247 -3.739 -1.647
Br 12.117 -14.612 -3.979
C 13.314 -13.085 -4.344
C 13.892 -13.295 -5.742
Br 15.246 -11.848 -5.965
H 14.167 -13.134 -3.673
H 12.813 -12.137 -4.191
H 13.249 -13.168 -6.603
H 14.447 -14.224 -5.777
Br 25.048 -13.905 -3.579
C 23.160 -14.302 -3.424
C 22.979 -15.596 -2.660
Br 21.042 -15.883 -2.543
H 22.788 -14.375 -4.442
H 22.686 -13.445 -2.953
H 23.411 -15.550 -1.668
H 23.364 -16.405 -3.272
Br 16.105 -15.867 -8.338
C 17.380 -14.417 -8.688
C 17.092 -13.736 -10.008
Br 18.395 -12.252 -10.142
H 18.370 -14.871 -8.688
H 17.411 -13.671 -7.894
H 16.112 -13.269 -10.007
H 17.217 -14.366 -10.881
Br 19.063 -15.456 -11.010
C 20.814 -14.868 -10.456
C 20.946 -13.339 -10.474
Br 22.788 -12.817 -10.312
H 21.584 -15.372 -11.035
H 20.907 -15.257 -9.443
H 20.419 -12.966 -9.603
H 20.510 -12.962 -11.394
Br 16.355 -19.155 -5.889
C 15.174 -18.100 -4.697
C 14.298 -17.263 -5.608
Br 13.267 -18.412 -6.817
H 15.780 -17.472 -4.046
H 14.642 -18.805 -4.065
H 14.853 -16.516 -6.168
H 13.547 -16.721 -5.029
```



(ii)
A molecular structure, C18H20B2Ba2Br10O16, computed with ωB97M-V/def2-TZVPD.

## Properties
E_HOMO = -12.59 eV
net charge = +2

```
68
C18H20B2Ba2Br10O16 (ωB97M-V/def2-TZVPD)
Ba -5.903 -1.064 0.596
Ba 1.121 6.556 -2.188
O -3.432 -0.741 -0.453
C -2.819 0.211 -0.078
O -1.639 0.589 -0.417
B -1.276 1.811 0.339
O -2.430 2.073 1.203
C -3.354 1.196 0.961
O -4.463 1.094 1.416
O -0.961 2.932 -0.601
C 0.286 3.302 -0.418
O 0.830 4.262 -0.914
C 0.896 2.459 0.691
O -0.042 1.570 1.047
O 1.941 2.616 1.112
O 0.922 -6.046 1.232
C -0.185 -5.931 1.430
O -0.993 -4.947 0.922
B -2.303 -5.054 1.489
O -2.371 -6.260 2.232
C -1.098 -6.859 2.243
O -0.794 -7.880 2.719
O -2.560 -3.832 2.339
C -3.390 -3.144 1.792
O -3.733 -2.063 2.117
C -3.948 -3.911 0.565
O -3.381 -4.969 0.462
O -4.836 -3.543 -0.067
Br 2.688 -1.463 -2.229
C 2.266 -3.186 -1.397
C 2.125 -3.061 0.070
Br 3.782 -2.491 0.916
H 3.054 -3.855 -1.696
H 1.311 -3.502 -1.816
H 1.925 -4.030 0.513
H 1.395 -2.325 0.350
Br 2.492 -0.357 -5.641
C 1.151 -1.693 -5.930
C -0.087 -1.328 -5.228
Br -1.309 -2.812 -5.409
H 1.542 -2.611 -5.510
H 1.029 -1.803 -6.993
H -0.559 -0.475 -5.694
H 0.108 -1.170 -4.179
Br -1.088 4.930 2.571
C -2.745 5.895 2.226
C -3.877 4.997 2.243
Br -4.321 4.510 4.063
H -2.596 6.322 1.233
H -2.825 6.734 2.901
H -3.731 4.092 1.693
H -4.766 5.523 1.905
Br 1.456 1.403 5.586
C 1.976 1.088 3.762
C 3.271 0.388 3.651
Br 4.713 1.563 4.197
H 1.967 2.026 3.235
H 1.207 0.436 3.343
H 3.482 0.130 2.624
H 3.307 -0.481 4.289
Br 5.240 1.277 -1.519
C 4.381 2.889 -2.073
C 3.553 2.621 -3.262
Br 2.550 4.264 -3.806
H 5.153 3.624 -2.266
H 3.770 3.237 -1.246
H 2.794 1.868 -3.099
H 4.134 2.395 -4.146
```



Of them, the most stable is (ii) and the least stable is (i).



(i)
3 unconnected molecules or ions with the total composition C2H10N4, computed with ωB97M-V/def2-TZVPD.

## Properties
E_HOMO = -16.94 eV
net charge = +2

```
16
C2H10N4 (ωB97M-V/def2-TZVPD)
C -5.308 -2.552 2.289
C 5.325 1.454 -1.796
N -5.574 -1.821 1.279
N 4.736 3.520 -0.951
N -5.113 -1.964 0.044
N 5.343 2.507 -0.889
H -5.703 -2.304 3.260
H -4.676 -3.424 2.189
H 5.106 0.520 -1.269
H 4.616 1.629 -2.608
H 6.334 1.319 -2.206
H -6.163 -0.989 1.406
H 4.807 4.271 -0.262
H -4.621 -2.821 -0.179
H -5.566 -1.461 -0.703
H 6.458 2.114 0.395
```



(ii)
2 unconnected molecules or ions with the total composition C2H10N4, computed with ωB97M-V/def2-TZVPD.

## Properties
E_HOMO (alpha / beta) = -19.08 / -19.65 eV
net charge = +2

```
16
C2H10N4 (ωB97M-V/def2-TZVPD)
C -1.347 -0.133 0.082
C 1.470 0.960 -0.780
N -1.651 1.095 0.447
N -2.080 -1.184 -0.274
N 0.967 -0.292 -0.448
N 1.458 -0.943 0.660
H 2.482 0.978 -1.083
H 1.434 1.598 0.112
H 0.820 1.300 -1.688
H -2.518 1.509 0.221
H -1.025 1.670 0.964
H -3.166 -1.110 -0.332
H -1.732 -2.039 -0.662
H 1.535 -0.450 1.567
H 2.447 -1.114 0.573
H 0.906 -1.845 0.641
```



(iii)
2 unconnected molecules or ions with the total composition C2H10N4, computed with ωB97M-V/def2-TZVPD.

## Properties
E_HOMO (alpha / beta) = -17.50 / -18.32 eV
net charge = +2

```
16
C2H10N4 (ωB97M-V/def2-TZVPD)
C 1.330 0.309 0.552
C -1.573 0.079 0.164
N 1.866 -1.058 0.689
N -2.158 0.960 1.000
N 1.676 0.862 -0.805
N -2.359 -0.681 -0.606
H 2.291 -1.501 -0.148
H 2.519 -0.957 1.422
H -3.102 1.196 0.905
H -1.509 1.587 1.416
H 2.632 0.994 -0.869
H 1.335 0.236 -1.681
H 1.224 1.738 -0.973
H -1.954 -1.378 -1.266
H -3.371 -0.748 -0.726
H 1.152 -1.637 0.925
```



Of them, the most stable is (i) and the least stable is (iii).



(i)
2 unconnected molecules or ions with the total composition C4H14N3O, computed with ωB97M-V/def2-TZVPD.

## Properties
E_HOMO = -12.30 eV
net charge = +1

```
22
C4H14N3O (ωB97M-V/def2-TZVPD)
C -2.206 -0.861 -0.633
C -1.451 -0.189 0.574
C 0.053 0.046 0.653
C 1.036 -0.783 0.282
N 2.435 -0.616 0.298
N 0.391 1.414 1.118
N -1.230 -2.130 -0.680
H -2.091 -0.213 -1.641
H -3.177 -1.155 -0.471
H -1.657 -0.950 1.363
H -1.918 0.811 0.898
H 0.799 -1.793 -0.124
H 2.963 -0.088 1.062
H 2.903 -1.443 0.248
H -0.577 2.031 1.252
H 0.870 1.910 0.402
H 1.004 1.294 1.966
H -1.587 -2.707 0.040
H -1.082 -2.415 -1.683
H 2.054 3.074 -1.117
H 1.136 2.348 -2.368
O 1.333 2.413 -1.439
```



(ii)
2 unconnected molecules or ions with the total composition C4H14N3O, computed with ωB97M-V/def2-TZVPD.

## Properties
E_HOMO = -12.73 eV
net charge = +1

```
22
C4H14N3O (ωB97M-V/def2-TZVPD)
C 0.382 -1.289 -0.966
C -0.303 -1.937 -1.918
N -0.180 -1.727 -3.242
N 0.064 -1.593 0.442
H 0.946 -0.381 -1.133
H -0.981 -2.742 -1.652
H -0.847 -2.151 -3.862
H 0.237 -0.879 -3.591
H -0.458 -0.820 0.869
H 0.893 -1.746 1.020
H -0.506 -2.437 0.483
C 0.043 1.284 2.672
N 0.641 1.503 1.354
C -0.302 1.844 0.311
O 0.368 2.012 -0.908
H -0.795 1.969 2.798
H 0.755 1.503 3.461
H -0.352 0.268 2.820
H 1.262 0.752 1.075
H -1.096 1.099 0.111
H -0.799 2.763 0.623
H 1.026 2.706 -0.766
```



Of them, the most stable is (ii) and the least stable is (i).



(i)
2 unconnected molecules or ions with the total composition C4H5ClO2S, computed with ωB97M-V/def2-TZVPD.

## Properties
E_HOMO = -9.13 eV

```
13
C4H5ClO2S (ωB97M-V/def2-TZVPD)
C -0.211 -1.018 0.536
C 0.665 -0.579 -0.621
C 0.121 0.481 0.437
C -0.689 1.538 -0.295
H -2.076 -0.982 -0.964
H 0.213 -1.494 1.490
H 0.164 -0.522 -1.607
H 2.123 0.395 1.281
H -0.608 2.586 0.096
O 0.953 1.106 1.382
O -1.214 1.258 -1.346
S -1.815 -1.716 0.167
Cl 2.373 -1.053 -0.557
```



(ii)
C4H5ClO2S in the gas phase, computed with ωB97M-V/def2-TZVPD.

## Properties
E_HOMO = -9.54 eV

```
13
C4H5ClO2S (ωB97M-V/def2-TZVPD)
C -0.903 -0.390 0.090
C -0.432 -0.803 1.584
C 0.180 0.589 -0.595
C 1.530 0.131 -0.968
H -1.933 1.622 0.407
H -1.322 -1.309 -0.576
H -0.778 0.181 2.340
H 2.196 -0.213 -0.014
H 2.167 0.894 -1.383
O -2.077 0.591 0.376
O 0.422 -1.831 1.783
S -0.290 2.038 -1.354
Cl 1.240 -1.501 -1.690
```



Of them, the most stable is (i) and the least stable is (ii).



(i)
C4H3Cl2N in the gas phase, computed with ωB97M-V/def2-TZVPD.

## Properties
E_HOMO = -8.50 eV

```
10
C4H3Cl2N (ωB97M-V/def2-TZVPD)
C -0.884 -0.671 0.005
C -0.975 0.748 -0.003
C 0.295 1.246 -0.003
C 0.446 -0.991 0.000
H -1.892 1.327 0.011
H 0.639 2.244 -0.004
H 2.166 0.206 0.000
N 1.162 0.180 -0.001
Cl -2.186 -1.783 -0.002
Cl 1.229 -2.506 -0.001
```



(ii)
C4H3Cl2N in the gas phase, computed with ωB97M-V/def2-TZVPD.

## Properties
E_HOMO = -9.99 eV

```
10
C4H3Cl2N (ωB97M-V/def2-TZVPD)
C 2.149 3.414 -0.065
C 1.563 1.906 -0.415
C 0.521 1.364 0.187
C -0.061 0.095 -0.124
N 2.616 4.454 -0.002
Cl 2.507 1.108 -1.620
Cl -0.271 2.318 1.405
H -0.905 0.270 -0.832
H -0.603 -0.224 0.837
H 0.742 -0.546 -0.435
```



(iii)
C4H3Cl2N in the gas phase, computed with ωB97M-V/def2-TZVPD.

## Properties
E_HOMO = -9.80 eV

```
10
C4H3Cl2N (ωB97M-V/def2-TZVPD)
C 0.996 -0.718 -0.354
C -0.283 0.057 0.098
C -1.449 -0.765 0.065
C -0.297 1.362 0.517
H 1.561 -1.375 0.495
H 1.848 0.022 -0.786
H 0.679 -1.638 -1.155
N -2.329 -1.465 -0.180
Cl -1.783 2.099 0.978
Cl 1.057 2.421 0.322
```



Of them, the most stable is (i) and the least stable is (iii).



(i)
2 unconnected molecules or ions with the total composition C3H6O5, computed with ωB97M-V/def2-TZVPD.

## Properties
E_HOMO = -10.81 eV

```
14
C3H6O5 (ωB97M-V/def2-TZVPD)
O 4.153 -0.942 1.704
H 4.056 -0.075 2.158
H 3.415 -0.966 1.054
O 0.285 1.503 -1.429
O 0.528 -0.601 0.813
O -1.486 0.320 1.485
O -1.722 0.484 -1.320
C -0.905 1.473 -1.648
C -0.685 -0.407 0.632
C -1.290 -0.710 -0.723
H -2.456 0.285 1.265
H -1.491 2.281 -2.130
H -1.977 -1.563 -0.559
H -0.425 -1.082 -1.304
```



(ii)
C3H6O5 in the gas phase, computed with ωB97M-V/def2-TZVPD.

## Properties
E_HOMO = -11.16 eV

```
14
C3H6O5 (ωB97M-V/def2-TZVPD)
C -0.485 -0.150 -0.432
C -0.806 0.090 -1.887
C 1.482 0.570 0.964
O 0.905 0.576 -0.197
O -0.297 -1.469 -0.185
O -1.392 0.449 0.376
O 0.747 -0.150 1.933
O 2.512 1.089 1.261
H -0.073 -1.603 0.755
H -1.167 0.285 1.310
H 1.230 -0.114 2.769
H -1.754 -0.390 -2.114
H -0.019 -0.341 -2.496
H -0.882 1.159 -2.057
```



Of them, the most stable is (ii) and the least stable is (i).